1.
ORCA calculation (wB97M-V/def2-TZVPD) on a structure of composition C30H55CeN4O2P2 at a distorted geometry.

```
94
C30H55CeN4O2P2 (wB97M-V/def2-TZVPD)
H -2.85339 1.90338 0.46479
H -4.58057 2.26860 0.30395
H -4.72655 -0.97989 2.43356
C 0.94388 -3.79129 -2.12004
H 5.51772 -0.61839 2.59185
O -0.40745 -0.38658 3.35075
H 3.58497 0.42420 -3.38726
H -2.61701 -4.12158 2.29829
C -4.53260 -3.21569 0.71386
H 5.03671 1.93707 2.95798
H -0.75353 1.15453 6.12939
C 5.20974 0.77722 -1.26621
H 2.62380 -0.94568 2.95728
H -4.20986 -3.74259 -0.19197
O 1.10357 3.39876 1.98789
C -0.53878 -0.19036 4.60436
H -1.42409 2.63270 -4.75010
C 3.69608 1.00059 -1.30210
H 3.71643 0.04811 3.92052
H 4.97514 2.32647 1.22279
C 1.29092 -1.88749 -0.67368
H -4.32991 -0.11444 -2.46684
C 3.03357 0.07344 3.05566
H -4.49003 1.57978 -1.97783
H -2.56865 -1.44494 -2.26526
C 0.93153 2.27499 1.74238
C -5.55106 -0.24125 -0.11957
H -6.22299 0.57441 -0.43093
H 5.75313 -0.11529 0.91489
C -0.90678 -2.46983 -1.34727
C -3.93360 0.65022 -1.78511
N -0.10625 1.27572 -0.85273
C 3.85864 0.51613 1.83221
C -0.42918 -3.52298 -2.11345
H -0.14651 4.57705 -3.69542
H -1.15264 -4.12246 -2.66490
H -0.70878 -1.04887 6.45937
C -3.41098 -2.37207 1.33074
H -5.43159 -2.63331 0.49074
H 3.80662 3.11690 -0.71362
C -1.31722 2.15334 -3.76677
H 5.61798 1.07666 -2.24615
C -4.11325 0.25400 -0.31278
P 2.70973 0.57230 0.30271
C 2.13206 -1.09326 0.26345
H 1.31714 -4.66445 -2.65662
C 1.12409 2.11268 -4.20609
H -1.42798 -2.81373 2.22147
H 2.12374 2.39751 -3.85567
H 5.46845 -0.27894 -1.12062
C 1.81457 -2.96222 -1.42328
H 0.94009 2.63974 -5.15331
H -2.87990 0.83424 -2.02996
H 1.14524 4.23905 -2.52314
H -3.02896 -2.93128 -1.45833
C 4.38488 1.94705 2.06931
Ce 0.07295 -0.07446 1.11334
H -0.61802 1.84605 4.51417
H 1.11235 1.03459 -4.41196
H 4.64358 -1.45962 1.28683
H 3.28630 -0.92155 -2.26559
C 0.12987 3.96002 -2.82786
H -2.12230 2.53909 -3.12494
C 0.24474 1.67760 -1.90105
H -4.81368 -3.97730 1.45626
C -2.23387 -3.31086 1.66204
N -0.06837 -1.72601 -0.59019
H 2.03640 0.31237 -2.53204
H 5.71645 1.39858 -0.51734
P -2.78666 -1.03648 0.13881
C 3.41484 2.49625 -1.53281
C 5.00543 -0.47932 1.62583
H -0.56740 4.19305 -2.01260
H 2.55028 -1.73091 1.06457
C -3.86525 1.48398 0.58810
H 2.33458 2.67768 -1.60952
H -5.79019 -0.46970 0.92691
H -4.26943 -2.45655 3.30307
H 3.56457 2.65548 2.25369
H -1.80707 -3.77464 0.76441
H -5.77304 -1.10678 -0.75815
H -3.09471 -1.13263 3.12291
H -0.58521 -2.16411 5.09580
C -3.90159 -1.68051 2.61670
H 2.22421 0.78402 3.28928
H -4.01976 1.25913 1.65324
N -0.59794 1.04589 5.13507
C -2.37259 -2.05256 -1.36249
H -1.43931 1.06997 -3.90715
C 0.05404 2.47761 -3.18080
C 3.11509 0.14895 -2.42913
H 3.89519 2.82569 -2.46737
N -0.62828 -1.22212 5.46476
H 2.89349 -3.13789 -1.38806
```

As for the HOMO-LUMO gap (spin up / spin down): 6.96 / 6.95 eV. The calculated total energy comes out at -73541.7210 eV. As for the net charge: +3. The value obtained for the HOMO energy (spin up / spin down) is -16.73 / -16.73 eV.

=====

2.
ORCA calculation (wB97M-V/def2-TZVPD) on a structure of composition C5H12ClI2LuN5OP at a distorted geometry.

```
28
C5H12ClI2LuN5OP (wB97M-V/def2-TZVPD)
H -1.71567 -1.41260 2.90459
Lu 0.13983 -0.05060 0.28135
C -2.00545 -0.05958 0.20221
C 0.96621 1.37500 -2.94788
H 1.92071 -1.59274 -2.37180
H 0.73576 0.59513 6.48278
I -0.25200 2.73448 0.17428
N 0.78979 0.64671 3.21412
H 0.37001 2.28506 -2.80781
H -1.40554 -0.07441 -4.17228
C -1.54321 -0.07358 -3.08619
Cl 2.41866 -0.04661 0.06725
H 1.81158 1.48130 5.44013
N -0.66546 -0.54868 4.56803
O -3.22985 -0.05991 0.25332
N 0.40199 0.32772 4.44807
N 1.04765 0.85428 5.57262
I -0.24856 -2.85667 0.13184
H 1.19990 -1.27813 -3.99238
H 1.90951 1.49083 -2.39523
C -0.92731 -0.75087 3.26834
H 0.39246 -2.39057 -2.82081
P 0.07114 -0.05576 -2.35903
H -2.09527 -0.97210 -2.77465
C 0.98714 -1.47698 -2.94116
H -2.11496 0.81444 -2.77895
H 1.15921 1.18545 -4.00445
N -0.11826 -0.09059 2.44369
```

As for the HOMO-LUMO gap (spin up / spin down): 5.05 / 5.18 eV. The calculated total energy comes out at -86493.0332 eV. As for the net charge: +2. The value obtained for the HOMO energy (spin up / spin down) is -16.15 / -16.31 eV.

=====

3.
ORCA calculation (wB97M-V/def2-TZVPD) on a cluster of 5 separate species, C14H42N3O6 in total at a distorted geometry.

```
65
C14H42N3O6 (wB97M-V/def2-TZVPD)
H 0.28911 0.93382 -0.81616
C -2.06774 -4.64819 -0.45741
H -2.27643 4.26503 -1.56565
H 0.41704 2.57133 1.53564
O -0.52506 0.34108 -1.14090
H -1.63986 -1.35181 1.72548
H 3.36191 -1.98808 -0.05139
H -0.58283 -1.69457 -3.93194
H 1.76497 0.60445 4.70236
H -3.30203 3.25919 -0.55117
H 1.39554 -0.81903 -5.23215
H -1.12259 0.12251 -0.35373
C -2.41534 3.88632 -0.54672
H -0.05694 -1.06849 4.44137
O 2.87624 -0.38232 1.16877
H -0.24280 -0.49792 -1.60155
H 1.16443 -2.04197 4.24043
O -2.34262 -3.48735 0.30470
C -0.10204 3.70810 -0.19162
C 1.39106 -0.84094 -4.14096
C 1.84264 -1.16994 1.73737
C -2.84309 -2.45343 -0.47229
H 2.29332 -2.13036 2.02014
H 1.04937 -1.41115 1.01746
N -1.96786 -0.67832 1.03036
H 0.23579 3.98246 -1.20170
N 1.47529 1.80652 -0.09154
H -2.48648 4.73430 0.13511
H -3.74879 -2.67014 -1.04963
C 1.20566 -0.48775 2.94138
H 1.18540 -2.60822 -1.94689
H 1.80692 1.00321 -3.61833
C -3.86160 -0.15581 -0.44963
O 0.49201 -1.98040 -2.17259
H 2.19119 1.44836 0.54442
H 1.60800 4.78659 1.59935
H 2.05158 2.17177 -0.85405
C 0.90891 2.97401 0.64555
H 2.81979 -0.51062 -0.92426
O -1.33400 3.01879 -0.22567
H -2.24458 0.09954 1.63062
H 4.41284 -0.63566 -0.14204
H -0.24632 4.70697 0.24731
C 2.02503 3.88576 1.14271
H -3.83935 -1.59209 1.17533
H -4.26357 0.66874 0.13615
H -2.92199 -5.31787 -0.52719
H 2.40176 -1.10979 -3.81426
H 0.51118 0.28513 2.60599
C 0.44011 -1.88798 -3.59508
C 3.35359 -0.88990 -0.04588
H 2.69969 1.03059 3.22602
H 2.61920 3.39885 1.91853
H 0.60011 -2.85611 -4.07780
N 0.48219 -1.51123 3.70083
H -3.19369 0.25865 -1.21002
H 2.72323 4.22170 0.37219
C 2.27133 0.21908 3.82306
C -3.18541 -1.22911 0.37512
H 3.10121 -0.45674 4.02532
H -2.11286 -2.10907 -1.22325
H -1.56753 -4.39375 -1.39167
H -4.68766 -0.56394 -1.03739
O 1.03232 0.43605 -3.63540
H -1.31889 -5.19884 0.11886
```

As for the HOMO-LUMO gap: 9.97 eV. The calculated total energy comes out at -31947.3450 eV. As for the net charge: +1. The value obtained for the HOMO energy is -12.06 eV.

=====

4.
ORCA calculation (wB97M-V/def2-TZVPD) on an isolated molecule of C21H28N4O2.

```
55
C21H28N4O2 (wB97M-V/def2-TZVPD)
H -1.51865 1.85354 -2.63799
C -4.63278 -1.32847 -0.16443
H -1.50142 -2.54553 -2.39599
H -4.52878 0.34707 -1.49931
C 0.07014 -0.43812 -2.33291
H -1.32156 1.52810 -0.91605
H 5.72099 -0.63824 1.49915
C -1.82820 -1.85151 -1.61410
H 0.99313 -0.98385 -2.54967
N -0.66436 -1.06465 -1.24698
C -1.21246 1.00218 4.56595
H -2.11512 -2.42740 -0.73570
H -1.29508 3.96471 -1.35541
C 3.39109 -0.52956 0.57460
N 0.91718 0.28057 1.67842
H -1.18784 1.53824 5.50233
H -5.28267 -1.94716 -0.78021
H 1.84415 0.58206 2.00044
H 0.26791 3.43822 -0.73076
C -1.31377 -0.38173 2.14580
H 1.12723 1.14614 -1.29780
N 2.21229 -2.90114 -1.60766
C -2.33053 0.23875 4.23348
C 0.40489 1.04034 -2.10887
C -0.41793 3.35988 -1.57183
C -3.83858 -0.35590 -1.02626
H -0.56692 -0.51830 -3.21593
H -3.25513 -1.02208 2.76262
O 3.53242 0.30010 1.46609
H -5.25036 -0.78146 0.54412
C -0.42653 -0.81756 0.05801
H 6.18153 0.34148 -1.36433
C 6.22390 0.47251 -0.28563
C -2.38778 -0.44598 3.04123
H -2.69904 -0.31417 -2.84885
N -1.42069 -0.91349 0.90285
C -0.16894 0.36116 2.51414
C -0.13133 1.06586 3.71252
H 0.88826 1.40321 -3.01891
C 2.11155 -0.95245 0.03222
O 4.42176 -1.14417 -0.01881
C -0.81442 1.90738 -1.80507
C -3.03580 -1.05653 -2.12277
H -3.16406 0.21095 -0.38590
H 7.24942 0.67527 0.00948
C 5.73033 -0.78670 0.41381
H -3.16368 0.19194 4.91847
H 0.75102 1.63490 3.96649
H 0.07338 3.76880 -2.45211
H -3.69280 -1.75223 -2.64974
H -3.96307 -1.97352 0.39631
C 0.91174 -0.46191 0.55093
H 6.35331 -1.64682 0.16081
C 2.14963 -1.99360 -0.90311
H 5.60305 1.32090 -0.00718
```

As for the HOMO-LUMO gap: 7.20 eV. The calculated total energy comes out at -32287.4228 eV. The value obtained for the HOMO energy is -7.61 eV.

=====

5.
ORCA calculation (wB97M-V/def2-TZVPD) on a structure of composition C17H34HfN4P2.

```
58
C17H34HfN4P2 (wB97M-V/def2-TZVPD)
H -2.60608 0.57868 -0.67076
C -0.69978 3.12150 -2.89300
H -1.75233 3.16851 -2.61244
H -0.40480 4.09552 -3.29222
C 0.63110 -1.77458 2.09219
C 1.42831 -4.01215 1.89960
C -2.48338 -0.34808 1.16741
H -3.25069 -1.49169 -1.43350
H 1.02965 -0.18547 3.47359
C 0.19373 -0.57144 2.88820
C 0.73472 -2.57475 -1.53163
H -2.19033 0.62029 3.07230
H 4.83326 1.17480 1.19386
H -0.58772 -0.84666 3.59880
H 4.89757 0.13271 -1.37710
N 0.56549 -1.67373 0.73380
H 1.12202 -2.99976 3.77802
H 0.68155 -0.90882 -2.71987
N -0.31639 0.55518 2.01334
H 0.35151 5.06400 -0.75164
Hf 0.21980 0.27688 -0.18591
H -2.19191 -1.35487 1.46985
C 1.33004 -3.92356 0.51311
C 0.89043 -2.74463 -0.04287
C 3.81379 0.81275 1.35361
C 3.07242 2.58838 -0.86000
P 2.93817 0.87658 -0.22888
N 0.15912 -1.22368 -1.90108
C 3.85316 -0.19128 -1.37352
H 2.23106 3.92344 -2.34693
H 2.22282 2.25228 -2.84755
H -2.06593 1.71163 1.69513
H 1.58355 -4.76941 -0.11483
H 0.09504 -3.35655 -1.94474
H 3.47350 -0.11213 -2.39352
H -1.50597 -0.38487 -2.91308
H 1.76937 -4.93287 2.35955
H -1.96171 -2.25687 -0.51471
H 0.05811 1.41660 2.41411
H 3.87131 -0.21187 1.72233
N -2.03013 -0.16156 -0.26472
C 2.08056 2.90332 -1.97967
H -0.99108 4.19402 0.00644
H 4.09781 2.74578 -1.20689
C 1.07003 -2.92903 2.69794
H -1.44663 -2.14429 -3.00052
C 0.06320 4.12786 -0.26500
P 0.33296 2.77660 -1.44825
C -1.83369 0.70267 2.04498
C -2.20846 -1.39056 -1.12999
H -0.55979 2.37202 -3.67221
H 2.94349 3.25713 -0.00430
C -1.30008 -1.29073 -2.33775
H -3.57043 -0.29162 1.22798
H 3.82296 -1.23117 -1.04609
H 1.70285 -2.66829 -2.02585
H 0.66427 4.01881 0.63854
H 3.34212 1.45198 2.10045
```

As for the HOMO-LUMO gap: 8.08 eV. The calculated total energy comes out at -43988.2583 eV. As for the net charge: +4. The value obtained for the HOMO energy is -22.09 eV.

=====

6.
ORCA calculation (wB97M-V/def2-TZVPD) on a structure of composition C34H29ClIInN6O2S.

```
75
C34H29ClIInN6O2S (wB97M-V/def2-TZVPD)
C -0.47914 -2.94858 1.41614
H -1.54032 -6.00476 -1.66882
C -2.56007 -2.43059 2.41555
H -0.35411 -3.91844 -2.28533
C 2.66636 2.04491 -2.94146
H -1.26576 -1.49372 -6.28260
H 2.68549 -0.21043 -0.41245
C -3.91476 -3.74609 -0.82774
C 4.45685 0.03027 0.79119
H 4.99786 -0.76561 0.29814
C -2.76273 -3.77493 2.68062
C 1.37241 3.17624 5.48474
C 2.47237 1.34779 1.02952
H -0.34584 -0.16321 2.11658
C 0.42082 2.38722 4.84088
N -0.68251 4.67019 2.14768
N -1.17458 4.08852 1.04070
H 1.21199 5.90237 3.47617
O -2.73612 -0.38032 -5.48683
C 1.60577 1.36755 -3.74985
N 1.12278 1.59174 0.59251
H -4.91649 -3.68537 -0.42807
H -1.45002 0.07422 -7.06162
C -0.20714 -0.22544 -3.87934
H 0.19328 1.39931 5.21792
H 2.37001 5.07165 5.49474
N -1.25320 -1.46564 -2.07458
C -0.25169 2.86015 3.73207
N 0.65661 2.67949 0.96694
H 4.82885 2.37313 3.20839
O 1.03990 0.06309 -1.87337
H 6.07323 0.53948 2.10376
H -3.82378 -5.87977 -0.71130
C -2.02531 -5.04785 -1.53566
H -1.00269 2.25197 3.24465
H 1.89428 2.80012 6.35324
In -0.50300 0.07713 -0.44509
C -0.65597 -4.29614 1.66506
H 2.51647 2.89317 2.51603
C -1.36231 -3.88551 -1.89270
Cl 0.96957 -2.43782 0.56929
S -1.47410 2.30189 -0.86642
H -3.66833 -4.09168 3.17992
H -3.30669 -1.70379 2.70967
H 2.20993 2.63555 -2.14386
C -0.63751 3.04702 0.51074
C -0.37297 0.16376 -5.22655
H 0.34749 1.48001 -6.74284
C -3.30085 -4.97824 -0.99814
H -1.44273 -2.02011 -4.02660
C -1.81010 -4.71279 2.30980
C 4.36315 1.79909 2.41848
C -1.44926 -0.43308 -6.09173
C 0.45674 1.13507 -5.72152
N 1.43376 1.72099 -4.99996
H -1.04619 5.60298 2.26745
C -1.40673 -1.97132 1.77709
C -3.24937 -2.58439 -1.18701
H 3.24805 2.69752 -3.58705
C 3.15680 0.31858 0.40333
C -1.01490 -1.30232 -3.32594
C -1.18636 -0.52419 1.51352
C 5.05980 0.76632 1.79991
C 0.98303 4.92126 3.87052
H -2.91005 0.53546 -5.23739
C 0.04272 4.12970 3.23174
H -2.07011 0.06483 1.74769
C 3.06812 2.09781 2.03639
H 3.31911 1.31807 -2.45664
C 1.63786 4.44550 5.00306
C 0.79324 0.37832 -3.11578
C -1.96626 -2.64586 -1.71655
H -1.96176 -5.76319 2.51422
H 0.09769 -5.00356 1.35250
I -4.23056 -0.75471 -1.04776
```

As for the HOMO-LUMO gap: 6.69 eV. The calculated total energy comes out at -85395.9539 eV. The value obtained for the HOMO energy is -7.39 eV.